Entry from the OMol25 dataset: a molecular structure, C24H20F6KN2O6PSSb in a non-equilibrium geometry (ωB97M-V with the def2-TZVPD basis set).

Energy above the lowest of the compared OMol25 structures with the same formula, charge and spin = 38.9 kcal per mole
Max |F| = 0.0444 Eh/bohr
2S+1 = 2
HOMO (alpha / beta) = -2.62 / -3.38 eV
Molar mass = 770.3 g mol⁻¹
E = -3666.7031 a.u.
Orbital gap (alpha / beta) = 6.6 / 7.1 eV
Total charge = -2

CARTESIAN COORDINATES (ANGSTROEM)
1 K -0.11304 -0.32705 1.17778
2 C -1.70245 4.40688 -0.19565
3 C -3.01890 4.36228 -0.61198
4 C -3.47992 3.22501 -1.26285
5 C -2.59011 2.17726 -1.45087
6 N -1.31149 2.22670 -1.08545
7 C -0.87767 3.31991 -0.46954
8 C -3.01165 0.86533 -2.02073
9 C -3.69851 0.76029 -3.22486
10 C -4.03679 -0.50423 -3.68864
11 C -3.67719 -1.60867 -2.93806
12 C -2.98651 -1.40229 -1.74676
13 N -2.66792 -0.19987 -1.29240
14 H -1.31023 5.23694 0.37419
15 H -3.69293 5.18426 -0.40201
16 H -4.51368 3.12643 -1.57111
17 H 0.16445 3.32638 -0.16777
18 H -3.93822 1.65396 -3.78720
19 H -4.55895 -0.62087 -4.63162
20 H -3.89825 -2.61567 -3.26676
21 H -2.65351 -2.23436 -1.13601
22 O 1.63976 -3.03479 0.80544
23 C 0.81022 -2.81863 -0.08098
24 O -0.37810 -2.40397 0.03700
25 C 1.20686 -3.05958 -1.55903
26 P 0.20810 -1.96715 -2.63249
27 C 0.66097 -2.60781 -4.31665
28 C -0.03917 -2.10722 -5.41788
29 C 0.14915 -2.62122 -6.69168
30 C 1.02900 -3.67534 -6.89638
31 C 1.72054 -4.19734 -5.81431
32 C 1.53947 -3.66743 -4.54316
33 C 1.17867 -0.39196 -2.65766
34 C 2.23168 0.01063 -1.65346
35 C 3.17107 1.04195 -2.20434
36 C 2.79156 1.87482 -3.19995
37 C 1.54193 1.69858 -3.83657
38 C 0.78780 0.54649 -3.57835
39 H 0.91814 -4.08987 -1.78904
40 H 2.28634 -2.96195 -1.68984
41 H -0.76470 -1.31649 -5.27240
42 H -0.40613 -2.20497 -7.52432
43 H 1.16724 -4.08982 -7.88792
44 H 2.41273 -5.01919 -5.95685
45 H 2.10842 -4.07546 -3.71853
46 H 2.78970 -0.85068 -1.27641
47 H 4.11006 1.17240 -1.68677
48 H 3.44478 2.68256 -3.50728
49 H 1.19415 2.41625 -4.56867
50 H -0.10894 0.38064 -4.16370
51 O 2.39369 2.78116 0.07513
52 S 2.36284 1.44418 0.61658
53 O 3.64238 0.78133 0.74153
54 O 1.51556 0.53915 -0.49075
55 O 1.51227 1.28510 1.78953
56 F -1.15588 1.57928 1.99944
57 Sb -0.28482 2.64581 3.36455
58 F 1.22438 1.92367 4.24935
59 F -0.39337 3.83185 4.87236
60 F -1.26390 1.37427 4.43362
61 F -1.82158 3.73444 2.88991
62 F 0.73409 3.84814 2.33169

Entry from the OMol25 dataset: a molecular structure, C24H20IIrN4O2S in a non-equilibrium geometry (ωB97M-V with the def2-TZVPD basis set).

Energy above the lowest of the compared OMol25 structures with the same formula, charge and spin = 54.3 kcal per mole
Max |F| = 0.0751 Eh/bohr
HOMO (alpha / beta) = -13.70 / -13.70 eV
Molar mass = 747.6 g mol⁻¹
E = -2095.5795 a.u.
Orbital gap (alpha / beta) = 4.7 / 4.6 eV
Total charge = +2

CARTESIAN COORDINATES (ANGSTROEM)
1 Ir -0.14540 0.10980 -0.39410
2 C 4.58700 0.49550 -0.95280
3 C 4.13450 0.03850 0.38230
4 N 4.96760 -0.05380 1.36350
5 C 4.62560 -0.39000 2.59280
6 C 3.30990 -0.66420 2.92530
7 C 2.95430 -0.87920 4.38700
8 O 2.23060 -2.05380 4.64500
9 C 2.33240 -0.64120 1.90760
10 C 0.99430 -1.06280 2.24670
11 N -0.11550 -0.67110 1.71610
12 C -1.34690 -0.95200 2.31110
13 C -1.44350 -1.05610 3.70830
14 C -2.66100 -1.19310 4.34160
15 C -3.83100 -1.22430 3.59790
16 C -3.77220 -1.14460 2.21390
17 C -2.54650 -1.00820 1.58830
18 I -2.53110 -0.93040 -0.57910
19 C 2.71990 -0.26320 0.57860
20 O 1.94670 -0.15880 -0.41530
21 H 5.66020 0.65360 -0.94590
22 H 4.07560 1.41420 -1.23550
23 H 4.33160 -0.25960 -1.69320
24 H 5.42040 -0.43860 3.32180
25 H 2.30980 -0.04280 4.68790
26 H 3.86730 -0.82800 4.98540
27 H 2.83670 -2.78170 4.83230
28 H 0.95830 -1.76810 3.08060
29 H -0.53690 -1.01710 4.29120
30 H -2.69550 -1.27470 5.41850
31 H -4.78970 -1.30980 4.08430
32 H -4.68040 -1.19110 1.63130
33 S -0.19720 6.92910 -0.02840
34 C -0.08060 5.13640 -0.08570
35 C -0.54330 4.36690 0.97430
36 C -0.47610 2.98970 0.86980
37 N 0.01740 2.37220 -0.20330
38 C 0.50920 3.11110 -1.19760
39 C 0.48290 4.49620 -1.18040
40 C -1.84540 7.04580 -0.76380
41 C -2.95420 7.11190 0.06470
42 C -4.20290 7.20920 -0.54280
43 N -4.32450 7.23910 -1.84580
44 C -3.28630 7.20040 -2.64400
45 C -1.99230 7.10120 -2.14030
46 H -0.94790 4.82740 1.86050
47 H -0.83000 2.36400 1.67810
48 H 0.93900 2.58220 -2.03770
49 H 0.89010 5.06370 -2.00200
50 H -2.86180 7.10450 1.13860
51 H -5.11320 7.26820 0.03820
52 H -3.48050 7.25520 -3.70630
53 H -1.14410 7.08680 -2.80520

Entry from the OMol25 dataset: a molecular structure, C24H20N2O2PPdS in a non-equilibrium geometry (ωB97M-V with the def2-TZVPD basis set).

Max |F| = 0.0631 Eh/bohr
2S+1 = 3
HOMO (alpha / beta) = -10.85 / -10.96 eV
Molar mass = 537.9 g mol⁻¹
E = -2053.6057 a.u.
Orbital gap (alpha / beta) = 7.2 / 6.4 eV
Total charge = +1

CARTESIAN COORDINATES (ANGSTROEM)
1 Pd -1.41335 0.86587 -0.17142
2 O -3.05447 -1.41056 0.45036
3 N -1.79857 -1.27768 -0.26424
4 C -1.75709 -2.10856 -1.28153
5 C -0.55838 -2.31652 -2.05482
6 C -0.38415 -3.44145 -2.88472
7 C 0.83101 -3.71838 -3.50467
8 C 1.88066 -2.78086 -3.42609
9 C 1.70475 -1.66079 -2.64580
10 C 0.56128 -1.45599 -1.86271
11 P 0.58851 -0.23326 -0.51337
12 C 1.51854 -0.93147 0.86609
13 C 2.44902 -1.97917 0.85781
14 C 3.33845 -2.22126 1.94621
15 C 3.18549 -1.50640 3.10713
16 C 2.20248 -0.47596 3.15571
17 C 1.41826 -0.18674 2.06606
18 C 1.62156 1.08055 -1.10869
19 C 3.01851 1.16696 -0.84513
20 C 3.70342 2.24513 -1.31882
21 C 3.12782 3.18808 -2.20127
22 C 1.78719 3.04514 -2.56765
23 C 1.04438 1.97549 -2.04090
24 H -2.74898 -1.20892 1.37787
25 H -2.65314 -2.67449 -1.52929
26 H -1.16737 -4.14644 -2.88439
27 H 0.80869 -4.59838 -4.18892
28 H 2.85046 -3.00826 -3.92518
29 H 2.44553 -0.84361 -2.65399
30 H 2.63313 -2.50419 -0.06313
31 H 4.08914 -3.00706 1.77699
32 H 3.87752 -1.68583 3.93841
33 H 2.11987 0.20464 4.03411
34 H 0.68369 0.64454 2.07023
35 H 3.60678 0.43293 -0.33169
36 H 4.76025 2.30994 -1.02670
37 H 3.78168 3.99069 -2.49172
38 H 1.36229 3.83826 -3.20422
39 H 0.01319 1.81945 -2.40618
40 O -1.94818 1.02167 1.82864
41 N -3.17918 1.46609 1.95806
42 C -3.72275 1.14236 3.17624
43 C -4.92022 1.69115 3.58954
44 C -5.57707 2.62185 2.74802
45 C -4.96922 3.00992 1.55377
46 C -3.76491 2.37051 1.13609
47 S -2.97305 2.75295 -0.34950
48 H -3.09813 0.41095 3.69613
49 H -5.35982 1.38202 4.52147
50 H -6.56433 2.95411 3.04120
51 H -5.40118 3.75097 0.85060

Entry from the OMol25 dataset: a molecular structure, C24H20N3OPPdS3 (ωB97M-V with the def2-TZVPD basis set).

Energy above the lowest of the compared OMol25 structures with the same formula, charge and spin = 6.3 kcal per mole
Max |F| = 0.0111 Eh/bohr
HOMO = -0.46 eV
Molar mass = 600.0 g mol⁻¹
E = -2829.9695 a.u.
Orbital gap = 5.3 eV
Total charge = -2

CARTESIAN COORDINATES (ANGSTROEM)
1 Pd 0.04118 0.08186 0.42893
2 O 3.46515 1.81871 0.18221
3 N 3.75631 0.60879 0.57181
4 C 4.86309 0.04193 0.04276
5 C 5.31647 -1.19658 0.41669
6 C 4.59615 -1.89556 1.38694
7 C 3.45839 -1.33074 1.90427
8 C 2.97500 -0.06809 1.49195
9 S 1.53397 0.58083 2.14260
10 H 5.34280 0.67154 -0.69110
11 H 6.20646 -1.59890 -0.04691
12 H 4.91846 -2.87524 1.72041
13 H 2.85507 -1.84250 2.63923
14 S -2.70055 -3.44819 -1.70951
15 P -1.69821 -2.00410 -0.76717
16 S -0.37577 -0.89503 -1.77562
17 C -0.86964 -2.79392 0.65354
18 C 0.49463 -3.08031 0.59003
19 C 1.10318 -3.79330 1.60981
20 C 0.37288 -4.20000 2.72099
21 C -0.98333 -3.92040 2.78910
22 C -1.60396 -3.24332 1.74653
23 C -2.92287 -0.83866 -0.06591
24 C -3.95355 -0.42334 -0.90552
25 C -4.86014 0.53808 -0.48262
26 C -4.75935 1.08344 0.79007
27 C -3.74085 0.66669 1.63372
28 C -2.82284 -0.28419 1.20785
29 H 1.06163 -2.72751 -0.26206
30 H 2.16349 -4.00953 1.54540
31 H 0.85954 -4.73514 3.52923
32 H -1.56464 -4.23977 3.64694
33 H -2.67236 -3.06495 1.77983
34 H -4.03062 -0.86174 -1.89257
35 H -5.64392 0.86921 -1.15490
36 H -5.46153 1.84319 1.11438
37 H -3.63657 1.10021 2.62161
38 H -1.99782 -0.55837 1.85900
39 N 0.97778 2.92169 -0.47267
40 C -0.18572 2.86823 0.23067
41 N -1.25352 3.17393 -0.46854
42 C -0.77303 3.38456 -1.74553
43 C -1.44479 3.70880 -2.92158
44 C -0.70440 3.84341 -4.08458
45 C 0.68384 3.65178 -4.09023
46 C 1.37154 3.32807 -2.93257
47 C 0.62819 3.20875 -1.76349
48 H 1.85249 2.46412 -0.16589
49 H -0.17674 2.66379 1.28721
50 H -2.52144 3.82769 -2.91382
51 H -1.20586 4.08080 -5.01626
52 H 1.22549 3.74231 -5.02515
53 H 2.44086 3.15698 -2.92955